1.
An isolated molecule of C4H8O2, computed with wB97M-V/def2-TZVPD.

Geometry as ORCA input:
```
! wB97M-V def2-TZVPD RIJCOSX def2/J DEFGRID3
* xyz 0 1
C 1.01 -0.86 0.46
C 0.56 0.42 1.15
O -0.68 0.93 0.84
C -0.96 0.83 -0.55
C -0.78 -0.59 -1.06
O 0.55 -1.02 -0.87
H 1.89 -0.17 0.45
H 1.03 -1.83 1.01
H 0.69 0.30 2.23
H 1.45 1.24 0.75
H -1.99 1.17 -0.64
H -0.29 1.51 -1.11
H -1.49 -1.27 -0.55
H -0.97 -0.63 -2.13
*
```

Computed properties:
- electronic energy (a.u.) = -307.5863
- HOMO level (eV) = -9.49
- lowest unoccupied orbital energy (eV) = 1.0240
- SMILES string = C1COCCO1
- ΔE to the lowest compared entry with this formula, charge and spin (kJ/mol) = 331.10
- orbital gap (Eh) = 0.3866



2.
An isolated molecule of C3H6N2, computed with wB97M-V/def2-TZVPD.

Geometry as ORCA input:
```
! wB97M-V def2-TZVPD RIJCOSX def2/J DEFGRID3
* xyz 0 1
C 1.44 -0.58 -0.15
N 0.30 -0.01 0.56
C -0.73 0.90 0.10
C -1.92 0.15 -0.34
N -2.79 -0.59 -0.56
H 1.40 -1.67 -0.07
H 2.37 -0.25 0.33
H 1.52 -0.34 -1.22
H -0.15 -0.73 1.11
H -1.03 1.53 0.94
H -0.41 1.59 -0.69
*
```

Computed properties:
- electronic energy (a.u.) = -227.3807
- HOMO level (eV) = -9.21
- lowest unoccupied orbital energy (eV) = 0.8842
- SMILES string = CNCC#N
- ΔE to the lowest compared entry with this formula, charge and spin (kJ/mol) = 116.00
- orbital gap (Eh) = 0.3711



3.
C4H11NO as an isolated structure, computed with wB97M-V/def2-TZVPD.

Geometry as ORCA input:
```
! wB97M-V def2-TZVPD RIJCOSX def2/J DEFGRID3
* xyz 0 1
C -0.20 0.31 1.60
C 0.27 1.74 1.73
C 0.41 -0.85 -0.50
C 1.33 -0.29 -1.28
H 0.34 -0.43 2.19
H -1.28 0.19 1.66
H 0.49 -1.85 -0.09
H -0.21 2.37 0.99
H 1.35 1.79 1.63
H -0.04 2.15 2.69
H 2.19 -0.85 -1.60
H 1.27 0.76 -1.55
N -1.73 -1.31 -2.06
O -1.31 -0.64 -0.93
H -0.26 0.12 0.36
H -1.23 -0.94 -2.87
H -1.40 -2.28 -1.98
*
```

Computed properties:
- electronic energy (a.u.) = -288.7691
- HOMO level (eV) = -8.21
- lowest unoccupied orbital energy (eV) = 0.5167
- ΔE to the lowest compared entry with this formula, charge and spin (kJ/mol) = 650.98
- orbital gap (Eh) = 0.3207



4.
A 2-piece molecular cluster, H5NP2S2 overall, computed with wB97M-V/def2-TZVPD.

Geometry as ORCA input:
```
! wB97M-V def2-TZVPD RIJCOSX def2/J DEFGRID3
* xyz 0 1
H -1.22 -2.24 0.85
N -1.24 -1.50 0.13
P -1.57 -0.13 0.83
S -2.31 0.86 -0.79
H -2.47 -0.29 -1.48
P 1.27 1.21 0.49
S 2.25 -0.22 -0.66
H 2.44 2.13 0.72
H 1.37 0.25 1.62
H 1.48 -0.06 -1.72
*
```

Computed properties:
- electronic energy (a.u.) = -1536.7901
- HOMO level (eV) = -9.20
- lowest unoccupied orbital energy (eV) = -0.3408
- SMILES string = [H]/N=P/S.PS
- ΔE to the lowest compared entry with this formula, charge and spin (kJ/mol) = 109.60
- orbital gap (Eh) = 0.3256



5.
A 2-piece molecular cluster, C4H11NO4 overall, computed with wB97M-V/def2-TZVPD.

Geometry as ORCA input:
```
! wB97M-V def2-TZVPD RIJCOSX def2/J DEFGRID3
* xyz 0 1
C 0.69 0.08 2.24
C 0.66 -2.29 -0.68
C 0.25 1.47 -1.58
C 1.17 0.01 -0.02
N -2.15 0.92 0.00
O 1.44 -0.45 1.15
O 0.98 -0.93 -0.93
O 1.07 1.25 -0.41
O -1.81 -0.25 0.56
H 1.00 0.02 3.26
H -0.39 -0.17 2.11
H 0.79 1.16 2.06
H 1.49 -3.01 -0.84
H -0.23 -2.52 -1.34
H 0.34 -2.31 0.39
H -0.74 1.17 -1.39
H 0.64 1.08 -2.51
H 0.26 2.55 -1.61
H -2.62 0.59 -0.87
H -2.84 1.60 0.39
*
```

Computed properties:
- electronic energy (a.u.) = -514.4792
- HOMO level (spin up / spin down) (eV) = -5.26 / -5.26
- lowest unoccupied orbital energy (spin up / spin down) (eV) = 0.4990 / 0.4994
- ΔE to the lowest compared entry with this formula, charge and spin (kJ/mol) = 718.54
- orbital gap (spin up / spin down) (Eh) = 0.2118 / 0.2118



6.
C29H18Cl7F6HgN5O4S2Se4 as an isolated structure, computed with wB97M-V/def2-TZVPD.

Geometry as ORCA input:
```
! wB97M-V def2-TZVPD RIJCOSX def2/J DEFGRID3
* xyz -1 2
Hg -0.70 -0.31 -0.34
Se -1.06 -3.80 0.23
Se -1.86 -4.43 2.32
C -1.82 -2.72 3.22
C -2.92 -2.29 3.96
C -2.84 -1.04 4.56
C -1.68 -0.29 4.42
C -0.64 -0.83 3.68
N -0.71 -2.02 3.09
C 0.84 -3.65 0.58
C 1.65 -4.77 0.45
C 3.01 -4.60 0.61
C 3.50 -3.34 0.89
C 2.60 -2.29 1.01
N 1.29 -2.44 0.85
H -3.80 -2.91 4.04
H -3.68 -0.66 5.13
H -1.60 0.70 4.84
H 0.30 -0.29 3.55
H 1.21 -5.74 0.24
H 3.68 -5.44 0.49
H 4.56 -3.15 0.99
H 2.94 -1.29 1.23
Se -1.05 2.45 2.01
Se -3.33 2.86 1.97
C -4.16 1.30 1.21
C -5.51 1.42 0.92
C -6.19 0.31 0.46
C -5.51 -0.88 0.31
C -4.15 -0.90 0.60
N -3.49 0.17 1.05
C -0.57 3.36 0.37
C 0.25 4.47 0.43
C 0.69 5.02 -0.76
C 0.26 4.46 -1.95
C -0.61 3.38 -1.90
N -1.01 2.83 -0.76
H -6.01 2.38 1.04
H -7.25 0.37 0.23
H -6.00 -1.78 -0.04
H -3.57 -1.80 0.47
H 0.58 4.85 1.39
H 1.37 5.86 -0.76
H 0.60 4.84 -2.90
H -0.99 2.92 -2.81
Cl -3.26 0.95 -2.27
C -2.44 -0.33 -3.13
C -1.41 -1.02 -2.51
C -0.84 -2.06 -3.22
Cl 0.41 -3.05 -2.50
C -1.25 -2.39 -4.52
Cl -0.50 -3.69 -5.38
C -2.27 -1.66 -5.12
Cl -2.79 -2.06 -6.72
C -2.88 -0.63 -4.41
Cl -4.17 0.26 -5.15
Cl 3.32 -0.51 -2.78
C 3.97 -1.51 -4.06
Cl 5.01 -2.82 -3.45
H 4.57 -0.88 -4.71
H 3.14 -1.97 -4.59
F 5.43 2.10 -1.71
C 4.40 2.86 -1.36
F 4.87 3.93 -0.72
F 3.77 3.28 -2.46
S 3.23 1.86 -0.29
O 2.09 1.61 -1.13
O 4.02 0.75 0.16
N 2.92 2.92 0.86
S 2.51 2.31 2.25
O 1.79 1.06 2.16
O 1.98 3.33 3.11
C 4.14 1.84 3.09
F 4.29 0.52 3.15
F 4.14 2.31 4.34
F 5.19 2.36 2.45
*
```

Computed properties:
- electronic energy (a.u.) = -16066.7744
- HOMO level (spin up / spin down) (eV) = -4.24 / -6.21
- expectation value of S² = 0.757
- lowest unoccupied orbital energy (spin up / spin down) (eV) = 2.0424 / 1.6251
- ΔE to the lowest compared entry with this formula, charge and spin (kJ/mol) = 136.83
- orbital gap (spin up / spin down) (Eh) = 0.2310 / 0.2880



7.
An isolated molecule of C3H5BrFN, computed with wB97M-V/def2-TZVPD.

Geometry as ORCA input:
```
! wB97M-V def2-TZVPD RIJCOSX def2/J DEFGRID3
* xyz 0 1
C -0.36 0.66 0.00
C -0.92 -0.63 0.55
C 1.63 1.71 0.93
N 1.07 0.88 -0.02
F 2.91 1.48 1.15
Br -2.56 -1.10 -0.30
H -0.68 0.79 -1.03
H -0.75 1.61 0.60
H -1.25 -0.67 1.69
H -0.19 -1.41 0.31
H 1.61 0.37 -0.72
*
```

Computed properties:
- electronic energy (a.u.) = -2845.8576
- HOMO level (eV) = -9.41
- lowest unoccupied orbital energy (eV) = 0.7855
- ΔE to the lowest compared entry with this formula, charge and spin (kJ/mol) = 75.26
- orbital gap (Eh) = 0.3748



8.
C2H5NOS as an isolated structure, computed with wB97M-V/def2-TZVPD.

Geometry as ORCA input:
```
! wB97M-V def2-TZVPD RIJCOSX def2/J DEFGRID3
* xyz 0 1
C -0.46 0.43 0.12
C 0.89 -0.05 -0.20
H -2.54 -0.71 0.90
H -0.25 -1.85 -0.70
H -0.44 0.54 1.38
H -0.81 1.44 -0.49
H 1.67 1.81 -0.26
N -1.37 -0.76 -0.51
O 1.99 0.76 -0.22
S 1.34 -1.60 -0.01
*
```

Computed properties:
- electronic energy (a.u.) = -607.0809
- HOMO level (eV) = -8.08
- lowest unoccupied orbital energy (eV) = -0.7990
- ΔE to the lowest compared entry with this formula, charge and spin (kJ/mol) = 855.58
- orbital gap (Eh) = 0.2674



Number 1: F_max 4.0 eV/A. Number 2: F_max 1.1 eV/A. Number 3: F_max 3.6 eV/A. Number 4: F_max 1.6 eV/A. Number 5: F_max 4.1 eV/A. Number 6: F_max 0.5 eV/A. Number 7: F_max 4.2 eV/A. Number 8: F_max 4.6 eV/A.